Record 1
Formula: C12H30N2NaO8S
Source: the Open Molecules 2025 dataset
Level of theory: ωB97M-V/def2-TZVPD

XYZ file:
```
54
Properties=species:S:1:pos:R:3
Na 21.688 13.301 -27.633
S 24.428 13.319 -28.852
O 25.381 13.366 -27.703
O 23.533 14.474 -28.869
O 25.360 13.350 -29.986
O 23.613 12.116 -28.796
C 18.998 13.928 -25.668
O 19.841 12.844 -25.974
C 19.230 11.563 -26.006
C 20.231 10.485 -26.474
N 20.943 10.872 -27.757
C 19.991 10.640 -28.904
C 20.319 11.440 -30.197
O 20.361 12.793 -29.871
C 21.046 13.479 -30.854
H 18.675 14.306 -26.638
H 19.471 14.722 -25.090
H 18.060 13.633 -25.198
H 18.364 11.552 -26.668
H 19.035 11.242 -24.983
H 19.691 9.544 -26.580
H 20.971 10.401 -25.678
H 21.737 10.333 -28.072
H 19.015 10.909 -28.500
H 19.888 9.565 -29.056
H 19.536 11.318 -30.945
H 21.225 11.085 -30.690
H 21.234 14.538 -30.677
H 20.534 13.293 -31.799
H 22.065 13.092 -30.870
C 23.526 12.864 -24.763
O 22.687 13.814 -25.361
C 23.247 15.095 -25.445
C 22.117 16.051 -25.801
N 21.672 15.827 -27.181
C 20.887 16.983 -27.642
C 20.451 16.777 -29.105
O 19.964 17.994 -29.623
C 19.678 17.919 -30.998
H 23.807 13.194 -23.763
H 24.391 12.628 -25.382
H 22.862 12.000 -24.759
H 24.090 15.147 -26.134
H 23.697 15.384 -24.496
H 22.502 17.069 -25.744
H 21.307 15.892 -25.089
H 22.528 15.698 -27.702
H 21.359 17.933 -27.392
H 19.997 17.027 -27.014
H 19.775 15.943 -29.296
H 21.344 16.519 -29.675
H 19.071 17.058 -31.276
H 20.590 17.839 -31.590
H 19.081 18.798 -31.242
```

Values from the calculation:
Net charge: -1
Total energy, eV: -47542.8261
Energy above the lowest of the compared OMol25 structures with the same formula, charge and spin, kcal per mole: 15.3
LUMO energy, eV: 1.849
HOMO energy, eV: -3.032

---

Record 2
Formula: C12H30N6O6Zn
Source: the Open Molecules 2025 dataset
Level of theory: ωB97M-V/def2-TZVPD

XYZ file:
```
55
Properties=species:S:1:pos:R:3
Zn 8.038 -17.752 -19.159
O 9.634 -21.579 -17.939
C 10.094 -22.514 -17.351
N 10.491 -23.572 -18.072
C 10.353 -22.599 -15.825
H 10.305 -23.486 -19.061
H 10.890 -24.356 -17.576
H 9.793 -23.356 -15.276
H 9.980 -21.711 -15.313
H 11.425 -22.678 -15.640
O 4.400 -18.825 -16.942
C 3.285 -19.289 -16.690
N 2.935 -20.404 -17.334
C 2.372 -18.672 -15.602
H 2.129 -20.986 -17.155
H 3.642 -20.807 -17.932
H 2.197 -17.604 -15.732
H 2.836 -18.913 -14.646
H 1.440 -19.234 -15.645
O 11.083 -16.212 -21.869
C 11.934 -15.749 -22.658
N 13.110 -16.307 -22.847
C 11.583 -14.448 -23.353
H 13.250 -17.106 -22.245
H 13.778 -15.905 -23.489
H 11.859 -13.526 -22.841
H 10.554 -14.491 -23.712
H 12.099 -14.507 -24.312
O 9.579 -16.146 -15.498
C 10.086 -15.771 -14.435
N 11.171 -15.009 -14.426
C 9.460 -16.276 -13.155
H 11.518 -14.753 -15.339
H 11.774 -14.857 -13.630
H 8.533 -16.848 -13.189
H 9.148 -15.387 -12.607
H 10.136 -16.811 -12.488
O 6.025 -19.390 -22.896
C 5.646 -19.730 -24.021
N 4.997 -20.853 -24.153
C 5.804 -18.793 -25.203
H 4.826 -21.529 -23.422
H 4.576 -21.033 -25.052
H 6.678 -18.148 -25.107
H 4.919 -18.166 -25.310
H 5.967 -19.396 -26.096
O 5.990 -13.974 -20.188
C 5.488 -12.940 -20.604
N 6.263 -11.890 -20.811
C 4.019 -12.712 -20.739
H 7.256 -11.931 -20.628
H 5.832 -11.006 -21.042
H 3.835 -13.070 -21.752
H 3.713 -11.677 -20.582
H 3.514 -13.425 -20.088
```

Values from the calculation:
Net charge: +2
Total energy, eV: -82555.9143
Energy above the lowest of the compared OMol25 structures with the same formula, charge and spin, kcal per mole: 270.3
LUMO energy, eV: -11.396
HOMO energy, eV: -13.948

---

Record 3
Formula: C12H30O10P2
Source: the Open Molecules 2025 dataset
Level of theory: ωB97M-V/def2-TZVPD

XYZ file:
```
54
Properties=species:S:1:pos:R:3
C 13.534 -29.485 72.754
C 12.364 -29.133 71.731
O 11.421 -29.889 71.453
C 12.373 -27.804 70.982
H 13.531 -30.452 72.997
H 13.357 -29.184 73.728
H 14.453 -29.005 72.793
H 11.716 -27.776 70.199
H 13.271 -27.400 70.776
H 12.073 -26.994 71.644
C 14.996 -23.960 69.035
C 13.446 -23.949 69.227
O 12.902 -25.000 69.631
C 12.749 -22.849 68.664
H 15.468 -24.832 69.286
H 15.400 -23.257 69.789
H 15.107 -23.721 67.929
H 13.291 -21.925 69.177
H 11.747 -22.647 68.953
H 12.881 -22.644 67.680
C 12.322 -30.673 67.770
O 11.940 -30.106 66.530
P 11.008 -30.995 65.555
O 11.109 -30.656 64.176
O 11.267 -32.519 65.902
C 11.052 -33.515 64.894
O 9.561 -30.739 66.198
C 8.864 -29.544 66.019
H 12.645 -29.739 68.367
H 12.881 -31.711 67.654
H 11.416 -30.962 68.303
H 10.242 -33.156 64.270
H 11.149 -34.434 65.292
H 11.805 -33.598 64.214
H 8.423 -29.564 65.082
H 9.567 -28.785 66.227
H 8.030 -29.317 66.855
C 6.249 -26.424 72.140
O 6.942 -26.335 70.933
P 6.779 -27.482 69.789
O 6.572 -28.784 70.460
O 5.705 -27.347 68.581
C 5.171 -28.459 68.061
O 8.077 -27.704 68.880
C 9.096 -28.685 69.243
H 6.328 -25.494 72.579
H 6.652 -27.191 72.687
H 5.126 -26.466 71.879
H 5.843 -28.932 67.317
H 4.228 -28.320 67.790
H 5.027 -29.060 68.810
H 9.848 -28.393 68.658
H 8.752 -29.654 69.081
H 9.250 -28.620 70.245
```

Values from the calculation:
Total energy, eV: -51981.2579
Energy above the lowest of the compared OMol25 structures with the same formula, charge and spin, kcal per mole: 28.0
LUMO energy, eV: 0.573
HOMO energy, eV: -9.695

---

Record 4
Formula: C12H30O6
Source: the Open Molecules 2025 dataset
Level of theory: ωB97M-V/def2-TZVPD

XYZ file:
```
48
Properties=species:S:1:pos:R:3
C 5.443 4.363 2.625
C 4.068 3.791 2.549
O 3.023 4.323 2.965
C 3.794 2.649 1.545
H 5.515 5.393 2.276
H 6.068 3.676 2.054
H 5.789 4.448 3.655
H 4.024 1.679 1.986
H 4.359 2.789 0.623
H 2.740 2.565 1.282
C -3.261 -7.098 1.081
C -2.542 -8.168 0.347
O -1.387 -8.036 -0.071
C -3.368 -9.488 0.067
H -3.099 -7.127 2.159
H -4.327 -7.275 0.942
H -3.003 -6.111 0.696
H -2.779 -10.274 -0.405
H -4.238 -9.215 -0.529
H -3.752 -9.902 0.999
C -0.252 4.395 -4.864
C -1.445 5.402 -4.685
O -1.635 6.285 -5.537
C -2.333 5.165 -3.462
H -0.460 3.346 -4.654
H 0.563 4.800 -4.265
H 0.100 4.496 -5.891
H -1.900 4.332 -2.908
H -3.290 4.878 -3.899
H -2.348 6.065 -2.847
C -1.377 0.344 -0.374
O -0.727 0.627 -1.537
H -1.968 -0.559 -0.524
H -0.640 0.218 0.419
H -2.166 1.062 -0.150
H -0.138 -0.122 -1.652
C -0.791 3.261 6.646
O -1.227 3.216 5.342
H -1.280 4.076 7.180
H -0.940 2.298 7.135
H 0.257 3.532 6.774
H -0.451 3.276 4.780
C 1.738 -4.202 -3.098
O 1.706 -2.902 -2.564
H 0.942 -4.396 -3.817
H 2.629 -4.299 -3.719
H 1.729 -4.875 -2.241
H 2.634 -2.696 -2.434
```

Values from the calculation:
Total energy, eV: -25212.3566
Energy above the lowest of the compared OMol25 structures with the same formula, charge and spin, kcal per mole: 18.9
LUMO energy, eV: 0.393
HOMO energy, eV: -9.409

---

Record 5
Formula: C12H30O8SSi
Source: the Open Molecules 2025 dataset
Level of theory: ωB97M-V/def2-TZVPD

XYZ file:
```
52
Properties=species:S:1:pos:R:3
C 2.789 0.437 -2.650
S 1.588 1.324 -1.554
O 2.252 1.405 -0.170
O 1.355 2.749 -1.991
Si -0.307 0.312 -1.261
C -1.110 -0.377 -2.857
C -2.667 0.063 -3.046
O -3.266 0.462 -1.789
C -4.466 1.218 -1.977
O -4.375 2.447 -2.135
H 2.310 -0.181 -3.478
H 3.523 -0.162 -2.002
H 3.423 1.261 -3.152
H -1.171 1.265 -0.531
H -0.118 -0.817 -0.323
H -0.524 -0.170 -3.819
H -1.116 -1.526 -2.747
H -3.203 -0.894 -3.409
H -2.809 0.835 -3.875
H -5.466 0.653 -1.917
C -4.633 -0.004 1.981
O -5.081 -1.261 1.492
C -5.521 -2.126 2.536
C -7.042 -2.163 2.623
O -7.568 -0.907 3.045
C -8.098 -0.152 1.965
H -4.518 0.672 1.132
H -5.344 0.435 2.685
H -3.660 -0.123 2.468
H -5.080 -1.835 3.496
H -5.158 -3.130 2.292
H -7.333 -2.900 3.378
H -7.481 -2.470 1.667
H -9.049 -0.586 1.641
H -7.407 -0.111 1.118
H -8.279 0.865 2.315
C 7.346 -0.321 2.405
O 8.189 0.500 1.609
C 8.506 -0.100 0.356
C 7.672 0.495 -0.772
O 6.294 0.159 -0.630
C 5.525 1.235 -0.103
H 6.973 0.278 3.237
H 6.493 -0.699 1.837
H 7.922 -1.160 2.808
H 8.385 -1.188 0.403
H 9.563 0.111 0.161
H 8.008 0.065 -1.722
H 7.807 1.580 -0.828
H 5.390 2.004 -0.871
H 5.993 1.678 0.780
H 4.544 0.851 0.180
```

Values from the calculation:
Total energy, eV: -48017.5649
LUMO energy, eV: 0.350
HOMO energy, eV: -9.101

---

Record 6
Formula: C12H31N2O8PS
Source: the Open Molecules 2025 dataset
Level of theory: ωB97M-V/def2-TZVPD

XYZ file:
```
55
Properties=species:S:1:pos:R:3
C 2.440 0.776 -0.484
C 3.202 2.070 -0.137
S 2.571 3.472 -1.121
C 0.989 3.713 -0.243
O 0.085 4.431 -1.068
C -0.981 3.741 -1.490
O -1.385 3.804 -2.625
O -1.575 2.999 -0.507
P -3.151 2.685 -0.734
O -3.910 3.896 -0.928
O -3.249 1.622 -1.882
O -3.599 1.983 0.604
H 1.609 0.701 0.206
H 1.998 0.826 -1.464
H 3.056 -0.104 -0.379
H 4.268 1.984 -0.263
H 2.985 2.314 0.893
H 1.185 4.312 0.632
H 0.626 2.742 0.058
H -4.170 1.438 -2.085
H -3.348 1.050 0.610
C 4.932 -3.373 -4.738
C 3.558 -3.411 -4.075
C 2.874 -2.039 -3.994
O 3.377 -1.185 -2.985
C 4.550 -0.473 -3.331
N 3.686 -4.041 -2.758
H 5.696 -2.967 -4.077
H 5.245 -4.381 -5.008
H 4.913 -2.773 -5.650
H 2.918 -4.049 -4.691
H 1.824 -2.202 -3.736
H 2.884 -1.530 -4.967
H 4.561 -0.200 -4.390
H 5.448 -1.046 -3.086
H 4.568 0.442 -2.737
H 2.761 -4.166 -2.358
H 4.131 -3.368 -2.139
C -4.674 -0.650 6.019
C -4.172 -1.612 4.948
C -2.964 -1.083 4.161
O -3.274 -0.103 3.189
C -3.410 1.222 3.682
N -5.291 -1.966 4.069
H -5.241 0.178 5.596
H -5.337 -1.171 6.709
H -3.846 -0.238 6.599
H -3.845 -2.523 5.457
H -2.535 -1.919 3.602
H -2.179 -0.718 4.835
H -2.725 1.426 4.510
H -4.438 1.421 3.993
H -3.174 1.898 2.867
H -4.989 -2.688 3.421
H -5.478 -1.164 3.474
```

Values from the calculation:
Total energy, eV: -52432.6571
LUMO energy, eV: 0.098
HOMO energy, eV: -8.960

---

Record 7
Formula: C12H31N4O2
Source: the Open Molecules 2025 dataset
Level of theory: ωB97M-V/def2-TZVPD

XYZ file:
```
49
Properties=species:S:1:pos:R:3
C -3.871 -3.124 -1.458
C -3.693 -4.324 -0.677
N -4.063 -4.517 0.550
C -3.216 -5.414 1.312
C -1.888 -4.739 1.724
N -2.067 -3.333 2.075
N -1.404 -5.461 2.929
N -0.890 -4.880 0.667
H -4.683 -2.989 -2.159
H -3.190 -2.312 -1.232
H -3.116 -5.201 -1.097
H -3.725 -5.696 2.239
H -2.972 -6.350 0.781
H -1.670 -2.746 1.354
H -3.054 -3.115 2.139
H -0.401 -5.580 2.830
H -1.791 -6.400 2.902
H -0.165 -4.180 0.782
H -1.321 -4.764 -0.246
C 1.716 -1.697 -1.669
C 0.413 -1.155 -2.236
O -0.413 -0.527 -1.280
C 0.121 0.599 -0.618
C 0.488 1.749 -1.543
H 1.514 -2.375 -0.839
H 2.258 -2.243 -2.442
H 2.368 -0.901 -1.303
H -0.191 -1.976 -2.625
H 0.615 -0.482 -3.079
H 0.987 0.317 -0.005
H -0.661 0.918 0.071
H 1.300 1.482 -2.222
H 0.811 2.609 -0.953
H -0.372 2.038 -2.150
C 1.091 6.710 1.440
C 1.947 5.477 1.676
O 2.016 4.601 0.567
C 2.562 5.139 -0.622
C 3.997 5.622 -0.488
H 0.087 6.421 1.125
H 1.016 7.291 2.360
H 1.510 7.359 0.670
H 1.518 4.880 2.479
H 2.953 5.769 2.001
H 1.924 5.941 -1.011
H 2.517 4.325 -1.346
H 4.082 6.469 0.195
H 4.374 5.941 -1.460
H 4.633 4.822 -0.108
```

Values from the calculation:
Net charge: -1
Total energy, eV: -22999.0149
LUMO energy, eV: 2.237
HOMO energy, eV: -1.160

---

Record 8
Formula: C12H32AlAsF6N2O10P2
Source: the Open Molecules 2025 dataset
Level of theory: ωB97M-V/def2-TZVPD

XYZ file:
```
66
Properties=species:S:1:pos:R:3
Al -0.079 0.802 1.266
As -1.067 -2.468 4.346
F -0.909 -3.832 3.243
F -2.640 -2.155 3.578
F -1.296 -1.033 5.356
F 0.510 -2.651 5.058
F -0.427 -1.384 3.079
F -1.849 -3.471 5.557
C -0.401 0.629 -2.811
O -0.512 0.713 -1.592
N -1.242 -0.082 -3.604
C -0.943 -0.519 -4.956
C -2.369 -0.710 -2.988
H 0.513 0.958 -3.319
H -0.049 -0.102 -5.408
H -1.852 -0.378 -5.544
H -0.840 -1.609 -4.929
H -3.271 -0.611 -3.602
H -2.228 -1.793 -2.890
H -2.760 -0.500 -1.993
C -3.171 2.527 -0.673
O -2.503 2.021 0.242
N -4.414 2.145 -0.962
C -5.024 0.955 -0.412
C -5.247 2.703 -2.024
H -2.828 3.380 -1.268
H -5.046 0.177 -1.177
H -5.979 1.156 0.077
H -4.460 0.558 0.435
H -4.775 3.605 -2.419
H -5.370 2.009 -2.855
H -6.180 3.051 -1.583
C 4.482 1.801 4.583
O 4.631 2.001 3.162
P 3.587 2.904 2.390
O 2.326 2.257 1.946
O 3.313 4.175 3.314
C 2.281 5.108 2.972
O 4.429 3.464 1.150
C 5.512 4.385 1.374
H 5.254 1.106 4.912
H 3.576 1.250 4.839
H 4.572 2.675 5.225
H 1.564 4.734 2.242
H 2.718 5.980 2.482
H 1.768 5.414 3.879
H 5.101 5.333 1.726
H 5.878 4.598 0.373
H 6.235 3.995 2.086
C -1.006 -4.295 -2.351
O -0.840 -3.135 -1.543
P 0.573 -2.759 -0.990
O 0.622 -1.750 0.071
O 1.487 -2.356 -2.261
C 2.024 -3.375 -3.144
O 1.192 -4.157 -0.504
C 1.013 -4.560 0.897
H -1.591 -4.034 -3.234
H -1.590 -5.042 -1.811
H -0.123 -4.856 -2.649
H 2.296 -4.305 -2.642
H 3.033 -3.070 -3.421
H 1.366 -3.547 -3.990
H 2.007 -4.976 1.042
H 0.238 -5.308 1.068
H 0.783 -3.748 1.584
```

Values from the calculation:
Net charge: +2
Total energy, eV: -138721.1563
LUMO energy, eV: -13.055
HOMO energy, eV: -15.884

---

Record 9
Formula: C12H32BF3NO7P2
Source: the Open Molecules 2025 dataset
Level of theory: ωB97M-V/def2-TZVPD

XYZ file:
```
58
Properties=species:S:1:pos:R:3
C 4.129 5.290 1.321
C 5.079 4.303 0.667
O 4.860 2.964 1.073
C 3.811 2.298 0.421
C 2.573 2.240 1.294
O 1.616 1.302 0.831
P 0.542 1.780 -0.441
C 0.731 0.150 -1.317
C 1.956 -0.706 -0.978
O 2.265 -1.536 -2.104
C 1.693 -1.691 0.177
F 1.483 -2.968 -0.275
F 0.593 -1.358 0.906
F 2.752 -1.724 1.034
B -0.960 1.920 0.799
C -1.733 0.644 1.270
O -1.396 3.103 1.284
P -0.885 2.397 -2.128
O 0.107 2.604 -3.448
O -1.195 3.965 -1.751
H 4.562 6.282 1.298
H 3.152 5.313 0.853
H 4.010 5.007 2.360
H 6.083 4.540 0.997
H 5.069 4.388 -0.418
H 4.156 1.294 0.194
H 3.586 2.790 -0.528
H 2.894 1.899 2.272
H 2.137 3.228 1.441
H 1.296 2.970 -0.703
H -0.168 -0.427 -1.132
H 0.752 0.304 -2.388
H 2.837 -0.128 -0.753
H 2.674 -0.970 -2.755
H -1.239 0.186 2.120
H -1.877 -0.082 0.478
H -2.715 0.977 1.595
H -0.837 3.841 1.045
H 1.017 2.362 -3.269
H -0.398 4.443 -1.491
C -4.312 -5.508 0.528
C -4.218 -4.646 -0.720
C -2.870 -3.954 -0.915
O -2.770 -2.874 -0.012
C -1.913 -3.070 1.126
N -5.215 -3.520 -0.605
H -4.238 -4.911 1.438
H -5.258 -6.050 0.560
H -3.509 -6.240 0.534
H -4.486 -5.230 -1.600
H -2.820 -3.535 -1.924
H -2.049 -4.664 -0.813
H -1.052 -3.685 0.866
H -2.460 -3.524 1.956
H -1.568 -2.094 1.434
H -6.115 -3.820 -0.233
H -5.368 -3.049 -1.499
H -4.792 -2.822 0.026
```

Values from the calculation:
Net charge: +1
Total energy, eV: -56186.2554
LUMO energy, eV: -3.222
HOMO energy, eV: -9.752